No. 1
Formula: CH2NO2P
Source: the OMol25 dataset
Level of theory: ωB97M-V/def2-TZVPD

Structure (XYZ):
```
7
Properties=species:S:1:pos:R:3
C -1.1367 0.1376 -0.3867
N -0.1014 -0.5817 -0.7916
O -1.0383 1.0760 0.4283
O 2.3741 -0.0897 -0.4161
P 1.0854 -0.1059 0.2576
H -2.0381 -0.1733 -0.7290
H 0.8550 -0.2629 1.6374
```

As for the energy above the lowest of the compared OMol25 structures with the same formula, charge and spin: 38.9 kcal per mole. The spin multiplicity is 1. The HOMO energy comes out at -10.6351 eV.


No. 2
Formula: C3H4FN3S
Source: the OMol25 dataset
Level of theory: ωB97M-V/def2-TZVPD

Structure (XYZ):
```
12
Properties=species:S:1:pos:R:3
N 2.0530 -0.2394 0.4036
C 0.7054 0.0875 0.3665
N -0.0219 0.2343 1.4073
C -1.4995 0.1546 1.1149
C -1.4366 0.4036 -0.2110
F -2.4805 0.3109 -0.9999
N -0.0488 0.3182 -0.7360
S 0.4431 -0.3475 -2.2210
H 2.4495 -0.0351 1.3770
H 2.5892 0.4678 -0.1633
H -2.2638 0.3532 1.8365
H -0.4891 -1.7081 -2.1745
```

As for the energy above the lowest of the compared OMol25 structures with the same formula, charge and spin: 61.1 kcal per mole. Its SMILES is Nc1ncc(F)n1S. The spin multiplicity is 1. The HOMO energy comes out at -8.7414 eV.


No. 3
Formula: C3H2N2O2
Source: the OMol25 dataset
Level of theory: ωB97M-V/def2-TZVPD

Structure (XYZ):
```
9
Properties=species:S:1:pos:R:3
O -0.1812 -2.3854 -1.2316
C -0.7236 -1.2343 -1.0834
C -0.3479 -0.1701 0.0615
C 0.8979 -0.2219 0.6544
N 1.0790 1.1587 1.2483
N 0.1627 1.8982 0.7278
O -0.7733 1.1592 -0.1149
H -1.4907 -0.9028 -1.7188
H 1.4773 -0.9287 0.8640
```

As for the energy above the lowest of the compared OMol25 structures with the same formula, charge and spin: 95.0 kcal per mole. Its SMILES is O=Cc1cnno1. The spin multiplicity is 1. The HOMO energy comes out at -10.9373 eV.


No. 4
Formula: C6H13NO
Source: the OMol25 dataset
Level of theory: ωB97M-V/def2-TZVPD

Structure (XYZ):
```
21
Properties=species:S:1:pos:R:3
C -1.4432 -1.9551 2.2695
C -1.0713 -0.7431 1.8979
C 0.2129 -0.4797 0.8723
N 0.6954 -1.7162 0.3577
C -0.3826 0.4752 -0.1247
C 0.8125 1.0438 -1.1133
C 0.2062 1.5196 -2.4224
O 1.4617 2.1455 -0.5151
H -2.2451 -2.1267 2.9733
H -0.8950 -2.8299 1.9523
H -1.5968 0.1322 2.2643
H 1.0001 -0.0041 1.4697
H 0.0102 -2.1864 -0.2213
H 1.6245 -1.6678 -0.0375
H -1.1321 -0.0178 -0.7426
H -0.8182 1.3513 0.3505
H 1.5625 0.2656 -1.3346
H 0.9736 1.9688 -3.0508
H -0.5585 2.2683 -2.2254
H -0.2354 0.6814 -2.9576
H 1.8188 1.8751 0.3377
```

As for the energy above the lowest of the compared OMol25 structures with the same formula, charge and spin: 45.6 kcal per mole. Its SMILES is C=C[C@@H](N)C[C@@H](C)O. The spin multiplicity is 1. The HOMO energy comes out at -9.1108 eV.


No. 5
Formula: C16H21ClN
Source: the OMol25 dataset
Level of theory: ωB97M-V/def2-TZVPD

Structure (XYZ):
```
39
Properties=species:S:1:pos:R:3
Cl 5.3056 0.1382 2.6129
C 3.7240 0.1724 1.9687
C 3.1061 1.4105 1.7331
C 1.7410 1.4484 1.3821
C 1.0571 0.2416 1.1804
C -0.4241 0.1831 0.8115
N -0.5326 0.2783 -0.5916
C -1.8002 -0.3637 -1.1585
C -1.7577 -0.6345 -2.6524
C -0.8344 0.3005 -3.4250
C 0.6001 0.1850 -2.9548
C 0.7528 0.0493 -1.4365
C -1.2552 1.2537 1.5465
C -2.3340 0.7183 2.1646
C -2.4670 -0.7622 1.9586
C -1.0743 -1.1347 1.4175
C 1.7350 -0.9747 1.2698
C 3.0650 -1.0286 1.6755
H 3.6696 2.3417 1.8419
H 1.2263 2.4124 1.2414
H -0.6813 1.2825 -0.7501
H -2.6147 0.3225 -0.8887
H -1.9797 -1.2993 -0.6234
H -2.7792 -0.5303 -3.0463
H -1.4600 -1.6785 -2.8282
H -0.9049 0.1020 -4.5031
H -1.1687 1.3270 -3.2534
H 1.0723 -0.6846 -3.4188
H 1.1470 1.0695 -3.3019
H 1.4202 0.8606 -1.1055
H 1.1739 -0.9301 -1.1479
H -0.9641 2.3104 1.5033
H -3.0753 1.2453 2.7685
H -3.2842 -1.0379 1.2760
H -2.7136 -1.3193 2.8684
H -1.0366 -2.0396 0.8009
H -0.4600 -1.3518 2.2930
H 1.2325 -1.9002 0.9953
H 3.5730 -1.9833 1.7764
```

As for the energy above the lowest of the compared OMol25 structures with the same formula, charge and spin: 0.0 kcal per mole. As for the charge: +1. Its SMILES is Clc1ccc([C@]2([NH+]3CCCCC3)C=CCC2)cc1. The spin multiplicity is 1. The HOMO energy comes out at -12.0087 eV.


No. 6
Formula: C3H5O3Sm
Source: the OMol25 dataset
Level of theory: ωB97M-V/def2-TZVPD

Structure (XYZ):
```
12
Properties=species:S:1:pos:R:3
H 0.3467 1.1660 -3.5044
O 0.2213 0.5648 -1.5540
C 0.6614 1.3834 -2.4820
H -0.4454 -3.7225 2.4451
O -0.6141 1.1258 -0.6784
Sm -1.5356 -0.3017 1.2344
O -1.3189 -1.9710 2.9775
C -0.9086 -3.0932 3.2300
C 1.3931 2.4665 -2.0702
H -1.0492 -3.5079 4.2407
H 1.8157 3.1335 -2.8186
H 1.4335 2.7562 -1.0202
```

As for the energy above the lowest of the compared OMol25 structures with the same formula, charge and spin: 48.5 kcal per mole. As for the charge: +2. The spin multiplicity is 8. The HOMO energy (alpha / beta) comes out at -17.3159 / -17.2362 eV. As for the expectation value of S²: 15.7683.


Q: Which formula does entry 2 have?
A: C3H4FN3S


Q: Look up the energy above the lowest of the compared OMol25 structures with the same formula, charge and spin of the fourth one.
A: 45.6 kcal per mole


Q: Which value of energy above the lowest of the compared OMol25 structures with the same formula, charge and spin does entry 4 give?
A: 45.6 kcal per mole